75
Properties=species:S:1:pos:R:3 method="wB97M-V/def2-TZVPD" multiplicity=2 total_charge=+1 e_lumo_ev="-3.053 / -3.056" gap_ev="5.0508 / 6.9745"
Sc 0.27838 0.25240 0.29924
C -2.72000 -5.86688 -2.36411
C -2.37938 -4.58707 -1.65422
C -2.71988 -4.38345 -0.33771
C -2.33844 -3.22944 0.37028
C -2.71750 -3.12995 1.72989
N -2.56532 -2.07283 2.46819
C -2.76042 -2.00465 3.90666
C -1.41207 -1.95295 4.63393
C -0.54604 -0.73278 4.26426
N -0.98327 0.52902 4.83352
C -2.10140 1.22677 4.45210
C -2.75191 1.31906 3.19080
C -4.14480 1.56964 3.23825
C -4.94358 1.68992 2.11541
C -6.42740 1.91827 2.22909
C -4.32193 1.63921 0.88076
C -2.93263 1.47432 0.76080
C -2.37846 1.70383 -0.54594
N -1.14540 1.72293 -0.91231
C -0.93581 2.23817 -2.27409
C 0.45492 1.93339 -2.80194
C 0.67001 0.44462 -3.06982
N 0.08619 -0.38614 -2.01870
C -0.51109 -1.44241 -2.41849
C -1.22173 -2.42796 -1.63205
C -1.65236 -3.57943 -2.28331
C -1.53866 -2.22742 -0.26407
O -1.16512 -1.17776 0.38433
C -2.11474 1.25723 1.89754
O -0.82122 1.09999 1.78204
H -3.56382 -6.36394 -1.88815
H -1.86407 -6.54444 -2.31574
H -2.96032 -5.69408 -3.41234
H -3.30631 -5.13151 0.18544
H -3.20349 -3.98347 2.19466
H -2.10921 -1.28853 1.99954
H -3.32610 -2.88064 4.22702
H -3.34655 -1.11544 4.12975
H -0.84847 -2.85596 4.38126
H -1.59601 -1.96060 5.70986
H -0.49310 -0.62505 3.18771
H 0.46737 -0.92486 4.61713
H -0.72436 0.65510 5.79638
H -2.58856 1.75096 5.26710
H -4.60743 1.64615 4.21692
H -6.80675 1.54972 3.18113
H -6.96138 1.41356 1.42429
H -6.66074 2.98297 2.16276
H -4.91189 1.77562 -0.01998
H -3.13383 1.97600 -1.29094
H -1.06202 3.32353 -2.24170
H -1.69739 1.84811 -2.95812
H 1.17265 2.30605 -2.07399
H 0.61893 2.48165 -3.72933
H 1.74339 0.23462 -3.13242
H 0.23573 0.18148 -4.03871
H -0.52482 -1.65370 -3.49286
H -1.40051 -3.70326 -3.33190
N 2.48581 1.41924 -0.32025
C 3.55790 1.17548 0.66866
C 3.01206 1.55412 2.03130
N 1.79170 0.77197 2.27209
H 2.80262 1.10802 -1.23278
H 2.36468 2.42624 -0.38454
H 4.46138 1.74847 0.44865
H 3.80520 0.11641 0.64850
H 2.74521 2.61386 2.02126
H 3.77385 1.40280 2.79850
H 1.26239 1.18369 3.03382
H 2.04562 -0.17079 2.56645
S 0.71457 -5.45921 -0.11613
Sb 2.43683 -4.27450 0.68533
S 1.32486 -2.38056 1.97617
S 1.98704 -1.77370 0.09178


18
Properties=species:S:1:pos:R:3 method="wB97M-V/def2-TZVPD" e_lumo_ev=0.075 smiles=O.O.O.O.O.O gap_ev=9.9747
H -0.73826 0.18527 0.67732
H -0.09451 -0.55378 -0.48434
H 0.20508 3.51631 -0.16544
H -1.15644 4.19163 -0.18100
H 2.68818 -1.72821 -2.47135
H 2.27116 -2.47923 -1.21752
H -1.39364 1.44984 4.47901
H -1.21456 0.00066 4.90072
H -0.21483 2.79976 -2.50970
H -1.56946 2.36951 -1.97127
H 1.63791 -4.33754 -0.24071
H 1.97617 -5.59037 -1.03194
O -0.91606 -0.12631 -0.21728
O -0.73843 3.32554 -0.11665
O 1.93495 -1.87378 -1.88788
O -0.84541 0.88135 5.03150
O -1.13451 3.08244 -2.45246
O 1.39986 -5.26722 -0.33020


90
Properties=species:S:1:pos:R:3 method="wB97M-V/def2-TZVPD" total_charge=+1 e_lumo_ev=-4.631 smiles="CCCCCCCCCCCCCc1cc(CCN(CC)C(C)=O)cc2c(CC)[nH+]c(C[C@H]3CO3)cc12" gap_ev=6.2651
C 6.12994 0.05149 1.27617
C 5.99783 1.43898 0.39438
C 5.45518 1.21330 -1.14347
C 3.82476 1.08265 -1.28176
C 3.27050 -0.41257 -0.85269
C 1.84536 -0.81325 -1.61146
C 2.22361 -1.99155 -2.70427
C 1.78429 -3.45907 -2.10601
C 0.93945 -4.27171 -3.26149
C -0.69038 -4.21247 -3.09031
C -1.30267 -2.65949 -3.09106
C -2.84629 -2.66898 -2.46671
C -3.41952 -1.16255 -2.12350
C -2.36448 -0.20062 -1.31144
C -1.94727 1.23671 -2.05647
C -0.89420 2.22672 -1.28283
C -0.55962 3.67255 -2.05231
C -1.77248 4.70183 -1.53610
N -2.57910 3.99682 -0.45633
C -2.24445 4.49056 0.93366
C -2.90524 3.52560 2.12975
C -4.06858 4.05362 -0.71568
C -4.98040 2.73078 -1.16582
O -4.72131 5.23324 -0.53077
C -0.17210 1.90463 0.16987
C -0.58107 0.49370 0.89805
C 0.05409 0.05810 2.34463
C 1.15912 1.04334 3.08172
C 2.59388 0.18801 3.07418
N -0.38880 -1.24452 3.01520
C -1.40708 -2.21542 2.45906
C -1.93777 -3.59397 3.17597
C -1.55952 -3.48368 4.91525
C -2.10407 -2.01488 5.66353
O -2.79284 -3.49282 5.87611
C -2.08001 -1.87694 0.96535
C -1.68492 -0.51112 0.14793
H 6.14990 0.37772 2.41786
H 5.21985 -0.67830 1.16290
H 7.11954 -0.55039 1.07741
H 7.10938 1.86027 0.29070
H 5.40979 2.29327 0.98015
H 5.76592 2.18855 -1.74916
H 6.02243 0.32170 -1.68969
H 3.54999 1.25535 -2.41279
H 3.24800 1.90584 -0.63859
H 4.07676 -1.27368 -1.00534
H 3.00721 -0.38603 0.30488
H 1.31001 0.11488 -2.10682
H 1.10921 -1.22614 -0.78179
H 3.36598 -1.92474 -2.96956
H 1.53779 -1.79175 -3.65743
H 2.80482 -4.03628 -1.88300
H 1.15530 -3.39334 -1.10894
H 1.31293 -3.94781 -4.34004
H 1.25091 -5.41903 -3.15529
H -1.01096 -4.79972 -2.10974
H -1.15418 -4.78963 -4.01693
H -0.56817 -1.98430 -2.47993
H -1.29328 -2.32809 -4.23320
H -2.90621 -3.41892 -1.56419
H -3.53185 -3.10109 -3.34137
H -4.46783 -1.25862 -1.57199
H -3.67419 -0.66686 -3.17640
H -2.45570 1.47960 -3.10864
H 0.45074 4.06049 -1.59434
H -0.54316 3.53185 -3.21458
H -1.29158 5.65991 -1.04003
H -2.50192 4.96037 -2.41816
H -2.65247 5.57472 1.12900
H -1.07896 4.47000 1.14747
H -2.40229 2.46404 2.18164
H -4.06833 3.41450 2.02161
H -2.70874 4.04588 3.18032
H -6.09165 3.13600 -1.28318
H -4.61472 2.23366 -2.16017
H -5.04240 1.91739 -0.30059
H 0.56095 2.72024 0.58921
H 1.37682 2.03779 2.49866
H 0.91203 1.28470 4.20350
H 2.42059 -0.78288 2.40870
H 3.46768 0.79976 2.58492
H 2.89032 -0.16483 4.15175
H 0.07971 -1.44358 3.95011
H -1.41931 -4.57265 2.79596
H -3.11889 -3.63457 3.11776
H -0.46584 -3.96179 5.30212
H -2.76331 -1.26135 5.06260
H -1.23711 -1.77920 6.41021
H -2.89529 -2.58988 0.46210


14
Properties=species:S:1:pos:R:3 method="wB97M-V/def2-TZVPD" e_lumo_ev=-0.432 gap_ev=8.4024
C 0.75049 0.26788 2.01227
C 0.26068 -0.78213 1.10740
C -1.31654 0.51610 -1.01979
C -0.19853 -0.45178 -1.40622
C 0.69789 -0.79185 -0.24278
O 1.83198 -1.27486 -0.32934
H 0.58113 0.06414 3.07202
H 1.81540 0.46679 1.82163
H 0.22073 1.19866 1.74563
H -1.89795 0.12405 -0.17594
H -2.00870 0.67041 -1.85192
H -0.91817 1.49621 -0.73307
H -0.61873 -1.39690 -1.77330
H 0.43458 -0.05619 -2.20767


36
Properties=species:S:1:pos:R:3 method="wB97M-V/def2-TZVPD" total_charge=+1 e_lumo_ev=-3.073 smiles="CCCCCCCN/C(=N/Cl)[NH+]=C(N)N" gap_ev=9.6554
C 0.19255 -3.48126 0.03652
C -1.20242 -4.87093 1.36947
C 1.01767 6.15933 -0.74539
C -0.06663 5.13563 -1.27314
C 0.49132 3.71852 -1.32981
C -0.02140 2.74368 -0.26774
C 0.59916 1.37206 -0.52114
C 0.02913 0.22722 0.31384
C 0.48441 -1.08191 -0.33520
N 1.41886 -3.78226 -0.11320
N -1.85335 -5.94352 1.69967
N -1.07873 -3.88353 2.31922
N -0.28421 -2.22313 0.07453
N -0.76556 -4.61534 0.17231
Cl 1.85301 -5.45563 -0.21739
H 1.96094 5.83390 -1.15721
H 0.76814 7.04393 -1.25827
H 1.12318 6.35733 0.36383
H -1.05098 5.04551 -0.71032
H -0.32565 5.61182 -2.16511
H 1.66332 3.76157 -1.27412
H 0.25147 3.29701 -2.23836
H 0.37538 3.22230 0.58028
H -1.06768 2.68446 -0.33367
H 0.32174 1.32541 -1.67335
H 1.72375 1.12880 -0.49739
H 0.34132 0.19440 1.27936
H -1.14696 0.13307 0.38206
H 0.56985 -0.93451 -1.40819
H 1.42958 -1.22873 0.01320
H -2.01107 -6.18232 2.67109
H -2.02642 -6.73961 1.01246
H -1.20179 -4.20868 3.30843
H -0.45770 -3.12355 2.27115
H -1.26659 -2.11629 0.25253
H -0.78762 -5.12473 -0.60092


54
Properties=species:S:1:pos:R:3 method="wB97M-V/def2-TZVPD" total_charge=+1 e_lumo_ev=-2.132 gap_ev=9.2721
Pt -0.38693 -0.94763 -1.03979
C 2.80363 2.15050 1.93708
C 1.71038 1.32319 1.24682
O 0.80392 2.17846 0.54964
P 2.51833 0.21813 0.02667
O 3.37777 -0.75526 0.86779
O 3.54325 1.06814 -0.83875
O 1.59407 -0.43079 -0.98140
P 0.85344 0.20813 2.43409
O 0.59391 1.26649 3.61347
O 1.88089 -0.82560 2.83671
O -0.42018 -0.24295 1.81932
H 3.29809 2.79249 1.20774
H 3.54060 1.51361 2.42652
H 2.34370 2.77737 2.69748
H 0.11776 2.44762 1.17278
H 2.88314 -0.93449 1.78331
H 4.43902 1.07312 -0.47818
H 0.39692 0.87156 4.47067
C -0.07804 4.42795 -2.38893
N -0.67420 3.20715 -1.89014
C -1.98602 3.13093 -1.28451
C -2.14335 1.63286 -1.05974
O -3.11656 1.10064 -0.60039
N -0.98462 1.00990 -1.52479
C -0.18372 1.97512 -2.01977
N 0.95539 1.71286 -2.65436
H -0.45169 5.26098 -1.79801
H -0.32054 4.60264 -3.43886
H 1.00397 4.40518 -2.26232
H -2.77193 3.49883 -1.94671
H -2.03976 3.66957 -0.33700
H 1.37020 0.80207 -2.50255
H 1.57792 2.46433 -2.89540
C -4.50058 -1.93204 -1.71073
C -3.08001 -1.56912 -1.97592
N -2.71329 -1.22006 -3.20191
O -2.28812 -1.57688 -1.00881
H -5.03811 -2.19495 -2.61867
H -4.97041 -1.06465 -1.24391
H -4.53321 -2.75534 -1.00190
H -3.37669 -1.20607 -3.95632
H -1.76338 -0.91690 -3.35942
S 0.29118 -3.14761 -0.96814
C 0.48041 -3.70301 0.62770
N 0.09220 -3.10287 1.70661
C 0.41236 -3.72370 2.99263
C 0.98465 -5.11755 2.70095
S 1.26135 -5.22150 0.90411
H -0.17366 -2.13195 1.66590
H -0.49891 -3.79754 3.58403
H 1.12492 -3.09121 3.51871
H 0.30250 -5.90941 2.99768
H 1.93800 -5.27072 3.19891


178
Properties=species:S:1:pos:R:3 method="wB97M-V/def2-TZVPD" multiplicity=4 total_charge=-1 e_lumo_ev="1.988 / 1.988" gap_ev="6.1731 / 5.9913"
O -1.30988 -0.45187 1.48952
V -0.47329 -0.14228 0.15931
O 0.28749 1.29534 0.24125
Co -2.78511 -1.72674 -1.84139
O -3.92223 -0.73252 -3.26322
C -3.57392 0.65171 -3.20283
C -3.14050 1.20057 -1.80234
O -2.34958 0.38657 -1.03096
H -4.35465 1.26060 -3.65870
H -2.73936 0.75239 -3.89672
H -4.07682 1.36338 -1.26860
H -2.68559 2.18840 -1.87539
O -0.91079 -2.25529 -1.01481
C -0.36186 -3.43746 -1.65285
C -1.37727 -4.05558 -2.70323
O -2.34440 -3.31830 -3.40172
H 0.06228 -4.19378 -0.99241
H 0.58762 -3.25566 -2.15637
H -1.98939 -4.85084 -2.27784
H -0.75539 -4.51559 -3.47119
C -3.02719 -3.35565 1.25851
C -4.16681 -3.58479 0.16877
C -5.46914 -3.93899 0.84504
O -6.52805 -4.06418 -0.06956
C -7.81229 -4.43486 0.63318
N -4.30303 -2.23931 -0.47167
H -2.92669 -2.29291 1.47895
H -2.09326 -3.81229 0.93087
H -3.30546 -3.78015 2.22311
H -3.86488 -4.31542 -0.58164
H -5.70706 -3.33847 1.72304
H -5.33718 -4.95550 1.21568
H -8.00771 -3.74287 1.45237
H -7.78818 -5.47966 0.94289
H -8.62746 -4.32718 -0.08237
H -4.51804 -1.61927 0.29606
H -5.19944 -2.16459 -0.93098
C 1.91807 -3.66496 -5.02606
C 1.77227 -2.14619 -4.83553
C 2.35092 -1.33069 -5.99704
O 3.80066 -1.65554 -6.06565
C 4.30413 -1.31847 -7.31168
N 0.39373 -1.81122 -4.55990
H 1.80614 -4.26627 -4.12384
H 2.94923 -3.78534 -5.35819
H 1.31990 -3.97934 -5.88130
H 2.35607 -1.92691 -3.94155
H 2.17605 -0.25949 -5.89681
H 1.80333 -1.49440 -6.92519
H 5.34659 -1.61856 -7.20535
H 4.36055 -0.24797 -7.50900
H 3.73045 -1.88966 -8.04157
H -0.21778 -1.68357 -5.35355
H 0.01684 -2.53072 -3.95960
C -6.48309 0.00123 0.27822
C -5.86305 0.48014 1.62708
C -6.49595 -0.10629 2.83941
O -7.76707 0.49043 3.17267
C -8.48898 -0.26507 4.18579
N -4.45442 0.00770 1.55505
H -7.43695 0.50175 0.11177
H -6.64919 -1.07560 0.30919
H -5.80658 0.25515 -0.53784
H -5.92428 1.56434 1.72118
H -5.78752 0.13714 3.63122
H -6.59808 -1.18837 2.75689
H -7.90352 -0.45879 5.08457
H -8.84190 -1.18451 3.71871
H -9.41892 0.26688 4.38663
H -3.85188 0.46977 2.22103
H -4.09900 0.42758 0.70800
C 1.55344 -1.59441 6.94759
C 0.83548 -2.72259 6.12732
C -0.16153 -2.26715 5.04624
O -1.13497 -1.45698 5.62927
C -2.21881 -1.04821 4.73443
N 1.84222 -3.65131 5.60135
H 2.30243 -2.00328 7.62578
H 0.80143 -1.07324 7.54000
H 2.00813 -0.75690 6.41850
H 0.27200 -3.16334 6.94971
H -0.63826 -3.18156 4.69316
H 0.23851 -1.78029 4.15684
H -2.97979 -0.38564 5.14676
H -2.75581 -1.89112 4.29940
H -1.75872 -0.49060 3.91867
H 2.18029 -4.16656 6.40155
H 1.51558 -4.36729 4.96828
C -0.02332 4.94161 -0.43886
C -0.80832 5.12300 0.85654
C -1.35003 3.78203 1.39735
O -2.05076 3.89616 2.67494
C -2.77664 2.71356 3.06315
N 0.05803 5.74504 1.85319
H 0.37494 5.82541 -0.93725
H -0.56481 4.33576 -1.16539
H 0.81148 4.30903 -0.13713
H -1.60860 5.83577 0.65758
H -0.56170 3.03619 1.49905
H -2.07711 3.42267 0.66912
H -3.53920 2.47273 2.32246
H -3.37706 2.78153 3.97033
H -2.11066 1.85610 3.15971
H 0.95404 5.29345 1.73771
H -0.22827 5.44623 2.77452
C 2.84314 -2.75940 1.74337
C 1.92836 -1.53095 1.70074
C 2.64426 -0.39141 2.46748
O 1.72729 0.68312 2.63922
C 2.30230 1.97009 2.46243
N 1.72553 -1.13763 0.31434
H 2.41759 -3.52560 1.09533
H 2.93464 -3.25826 2.70818
H 3.87020 -2.54815 1.44566
H 1.01678 -1.94921 2.12758
H 3.54315 -0.13442 1.90708
H 3.13154 -0.65056 3.40743
H 2.77401 2.10353 1.48889
H 3.06717 2.17554 3.21133
H 1.60570 2.79795 2.59464
H 1.71508 -2.02714 -0.16397
H 2.57277 -0.71880 -0.04183
C 6.27341 -2.26610 -1.11970
C 4.96348 -2.63739 -1.86723
C 4.35316 -4.05007 -1.59819
O 4.97096 -5.02977 -2.32669
C 4.41631 -6.28446 -2.15380
N 4.05708 -1.50299 -1.65038
H 6.92531 -1.44443 -1.41630
H 6.87629 -3.15787 -0.94822
H 5.94231 -2.00910 -0.11351
H 5.15649 -2.53769 -2.93536
H 3.29393 -4.03531 -1.85493
H 4.41166 -4.29756 -0.53828
H 5.08127 -6.92554 -2.73253
H 3.41386 -6.33722 -2.57857
H 4.50111 -6.49567 -1.08783
H 4.55084 -0.62199 -1.66194
H 3.43982 -1.51176 -2.44975
C 2.81408 1.47154 -2.81006
C 1.33679 1.94831 -2.87847
C 0.87408 2.56128 -4.19320
O 1.73981 3.67726 -4.43679
C 1.24564 4.55520 -5.42141
N 0.51495 0.80078 -2.62052
H 3.47657 2.33103 -2.91240
H 3.16643 0.84531 -3.62970
H 2.97813 0.85440 -1.92670
H 1.07931 2.73379 -2.16797
H -0.14310 2.95088 -4.15251
H 0.97409 1.85931 -5.02105
H 1.18837 4.11735 -6.41795
H 1.88861 5.43424 -5.46580
H 0.25391 4.84750 -5.07622
H 0.91723 0.11556 -3.24400
H -0.44793 0.94596 -2.88868
C 4.07966 4.14531 -0.64057
C 4.21671 5.27454 0.40727
C 3.80723 6.77632 -0.16173
O 4.08978 7.89033 0.73721
C 3.66581 9.12385 0.11011
N 3.30317 4.90268 1.51245
H 3.06985 3.96488 -1.00912
H 4.42765 3.19307 -0.24029
H 4.55712 4.45873 -1.56896
H 5.24482 5.29887 0.76852
H 2.79340 6.69327 -0.55336
H 4.34894 6.99805 -1.08124
H 2.60238 9.08083 -0.12520
H 4.20902 9.35849 -0.80529
H 3.66315 10.01417 0.73893
H 3.84400 4.27696 2.09218
H 3.36339 5.78859 1.99375
C 0.40171 1.64982 5.37358
Cl -0.97150 1.72243 6.42884
Cl 1.79042 2.34337 6.32610
H 0.59126 0.61710 5.08094
H 0.15246 2.17792 4.45320


Number 1: E_tot -3686.92333 Eh. Number 2: E_tot -458.59130 Eh. Number 3: E_tot -1548.01475 Eh. Number 4: E_tot -270.42679 Eh. Number 5: E_tot -1089.17536 Eh. Number 6: E_tot -2983.06069 Eh. Number 7: E_tot -6495.86029 Eh.